Molecular formula: C46H106BBrCl2IN7O11S
Method: DFT, ωB97M-V/def2-TZVPD

XYZ file:
```
176
Properties=species:S:1:pos:R:3:forces:R:3
C -0.509 2.526 -6.117 0.087 -0.573 -0.087
C -1.081 1.133 -5.843 -0.074 0.700 -0.024
Cl 0.281 0.103 -5.283 -0.050 -0.209 0.048
C -2.388 1.078 -5.026 0.251 -0.155 0.055
C -2.384 1.002 -3.487 1.018 0.502 0.590
C -1.906 -0.336 -2.894 -0.250 -0.626 -0.838
C -2.096 -1.642 -3.697 -0.421 -0.511 0.555
C -2.816 -2.739 -2.884 0.649 -0.028 -0.704
I -1.825 -4.649 -3.171 -0.343 0.197 0.115
O -3.655 1.499 -3.017 -0.094 -0.677 -0.565
C -4.830 0.774 -2.880 -0.657 0.707 1.065
Br -5.380 -0.483 -4.309 0.248 -0.202 -0.282
C -5.933 1.854 -2.867 0.386 0.369 -1.089
C -5.877 2.737 -4.119 -0.250 0.292 -0.377
C -7.266 3.151 -4.598 -0.033 -0.356 0.096
C -7.945 4.111 -3.640 0.779 0.166 -0.052
N -7.353 5.462 -3.803 -0.445 -0.259 0.397
B -5.050 0.013 -1.498 0.406 -0.822 -0.008
O -4.111 0.042 -0.491 0.596 -0.118 -0.467
O -6.235 -0.648 -1.250 -0.398 0.974 -0.084
C -1.404 2.095 -2.916 -0.578 0.335 0.276
C -1.908 3.506 -3.227 0.187 0.420 0.517
C -0.879 4.611 -2.943 -0.384 0.037 -0.941
C -1.039 5.729 -3.976 0.208 0.424 -0.219
S -0.539 7.318 -3.237 0.050 0.117 0.365
N -1.085 1.863 -1.500 0.062 0.268 -0.631
C -1.856 2.589 -0.517 -0.160 -0.202 0.485
C -1.702 2.058 0.903 0.328 0.338 0.140
C -2.403 2.966 1.915 -0.321 -0.617 -0.792
N -3.839 2.636 2.000 0.382 0.229 0.237
C 0.328 1.722 -1.197 -0.060 0.188 0.914
C 1.125 2.987 -0.796 0.444 -0.171 -0.034
C 2.010 2.764 0.442 -0.714 0.207 -0.577
Cl 3.630 3.466 0.203 0.133 -0.094 0.206
H 0.176 2.856 -5.346 -0.073 0.245 0.262
H 0.060 2.454 -7.037 0.216 0.143 -0.166
H -1.318 3.225 -6.277 -0.127 0.315 0.027
H -1.329 0.756 -6.823 -0.110 -0.426 -0.170
H -2.992 0.295 -5.458 -0.135 -0.356 0.164
H -2.923 1.987 -5.272 -0.122 0.267 -0.110
H -2.272 -0.493 -1.890 -0.197 0.420 0.164
H -0.839 -0.235 -2.785 0.347 0.157 0.149
H -2.642 -1.538 -4.625 -0.066 0.217 -0.188
H -1.134 -2.047 -3.960 0.426 0.173 -0.176
H -3.819 -2.885 -3.249 -0.382 -0.098 0.261
H -2.771 -2.561 -1.820 -0.108 -0.070 0.237
H -6.906 1.379 -2.854 -0.158 -0.173 0.437
H -5.785 2.510 -2.011 -0.092 -0.197 0.447
H -5.280 3.627 -3.944 0.246 0.127 0.092
H -5.401 2.221 -4.946 0.199 -0.237 -0.005
H -7.205 3.591 -5.586 0.018 0.290 -0.197
H -7.845 2.237 -4.717 -0.242 -0.124 0.074
H -9.016 4.144 -3.793 -0.221 0.152 -0.147
H -7.757 3.746 -2.628 -0.345 -0.117 0.225
H -6.470 5.455 -3.303 0.070 0.174 -0.155
H -7.937 6.111 -3.282 0.109 0.111 -0.115
H -3.826 -0.870 -0.319 -0.292 0.366 0.554
H -6.667 -0.094 -0.570 -0.179 -0.804 0.009
H -0.463 2.021 -3.443 0.224 -0.384 -0.260
H -2.162 3.593 -4.272 -0.120 -0.230 -0.362
H -2.822 3.741 -2.691 -0.177 -0.102 0.096
H 0.112 4.198 -3.094 0.329 0.036 0.484
H -1.003 5.055 -1.964 0.200 -0.243 0.365
H -0.378 5.544 -4.813 0.061 -0.122 -0.297
H -2.046 5.785 -4.371 -0.270 0.122 0.181
H -1.085 8.206 -4.081 -0.044 -0.254 -0.167
H -1.632 3.661 -0.455 0.190 0.163 -0.231
H -2.906 2.522 -0.773 -0.263 -0.113 -0.281
H -0.653 2.047 1.184 0.271 0.017 -0.040
H -2.046 1.035 0.985 -0.252 -0.226 0.011
H -2.253 3.991 1.570 0.187 0.263 0.273
H -1.920 2.822 2.872 -0.148 0.107 0.404
H -4.281 3.308 2.620 -0.153 -0.077 -0.101
H -4.238 2.778 1.079 -0.185 -0.062 0.073
H 0.858 1.242 -2.009 -0.163 -0.153 -0.405
H 0.411 1.024 -0.365 -0.015 -0.197 0.128
H 1.774 3.258 -1.617 0.114 0.159 -0.248
H 0.509 3.855 -0.601 -0.340 0.040 -0.082
H 1.545 3.266 1.276 0.185 0.059 0.463
H 2.078 1.710 0.671 0.436 -0.189 0.102
C -5.023 0.257 5.867 -0.047 -0.111 -0.044
O -6.086 -0.671 5.762 0.084 0.203 0.032
C -7.236 -0.328 6.527 -0.125 -0.315 0.025
C -8.403 -0.016 5.616 0.151 0.149 -0.141
N -8.183 1.237 4.904 -0.097 -0.107 -0.026
C -9.151 1.508 3.845 0.190 0.121 0.047
C -9.157 0.573 2.640 -0.295 0.145 -0.079
O -7.977 0.647 1.859 0.091 -0.204 -0.012
C -6.923 -0.211 2.274 0.099 0.209 -0.116
H -4.173 -0.154 5.326 -0.030 -0.028 -0.022
H -5.284 1.223 5.421 0.041 0.051 0.080
H -4.734 0.408 6.912 0.004 0.057 0.000
H -7.032 0.508 7.202 0.032 0.074 -0.081
H -7.490 -1.198 7.140 0.010 0.019 0.017
H -9.316 0.069 6.214 -0.018 0.006 -0.019
H -8.522 -0.865 4.930 -0.067 -0.099 0.105
H -7.258 1.220 4.496 0.023 0.027 0.030
H -8.947 2.517 3.478 -0.057 -0.003 -0.040
H -10.154 1.528 4.281 -0.003 -0.057 0.016
H -9.972 0.895 1.985 0.029 -0.002 -0.022
H -9.373 -0.465 2.913 0.124 -0.018 0.065
H -7.294 -1.139 2.715 -0.047 0.031 0.047
H -6.251 0.291 2.974 0.009 -0.104 0.080
H -6.334 -0.458 1.391 0.044 -0.062 0.044
C 6.152 -1.255 5.318 -0.166 0.048 0.022
O 5.667 -0.393 6.334 0.120 -0.078 -0.116
C 6.431 0.796 6.487 -0.117 0.076 0.304
C 5.613 2.006 6.088 -0.083 -0.132 -0.239
N 5.389 2.034 4.647 -0.079 0.107 0.268
C 4.430 3.044 4.212 0.098 -0.203 -0.208
C 2.978 2.879 4.651 -0.052 0.297 -0.099
O 2.329 1.752 4.087 0.022 -0.031 0.130
C 2.479 0.540 4.806 -0.103 -0.030 -0.208
H 5.563 -2.171 5.352 -0.026 0.025 0.072
H 6.046 -0.801 4.330 0.171 -0.063 -0.049
H 7.203 -1.510 5.488 0.022 0.008 -0.057
H 7.362 0.748 5.915 -0.046 -0.028 -0.099
H 6.693 0.880 7.546 0.027 0.009 -0.015
H 6.147 2.915 6.381 -0.021 0.022 -0.003
H 4.672 1.966 6.652 0.060 0.052 0.139
H 5.059 1.125 4.347 0.101 -0.020 -0.059
H 4.442 3.043 3.120 -0.038 0.077 -0.031
H 4.786 4.029 4.532 -0.016 -0.006 0.057
H 2.429 3.750 4.282 -0.008 -0.012 -0.006
H 2.866 2.884 5.742 0.046 -0.142 0.017
H 2.569 0.712 5.881 0.071 0.015 0.010
H 3.342 -0.031 4.453 0.053 -0.015 0.130
H 1.588 -0.063 4.625 -0.018 0.037 -0.006
C -0.386 -7.723 -1.317 0.040 -0.089 -0.098
O 0.118 -7.708 -2.641 -0.055 0.096 0.219
C 1.129 -6.731 -2.868 0.049 -0.024 -0.324
C 2.458 -7.398 -3.152 -0.050 -0.186 0.217
N 2.988 -8.039 -1.955 0.030 -0.003 -0.158
C 4.156 -8.882 -2.192 -0.109 0.010 0.214
C 3.967 -10.135 -3.043 0.286 -0.036 -0.027
O 3.147 -11.121 -2.444 -0.109 0.084 -0.097
C 1.758 -10.987 -2.686 0.065 -0.173 0.143
H -1.214 -8.429 -1.289 0.007 -0.009 -0.049
H 0.376 -8.049 -0.601 -0.018 0.074 0.058
H -0.758 -6.737 -1.025 0.023 0.007 0.056
H 1.209 -6.038 -2.026 0.012 -0.067 0.073
H 0.833 -6.154 -3.748 0.022 0.018 0.011
H 3.171 -6.644 -3.498 0.025 -0.016 -0.006
H 2.298 -8.118 -3.967 -0.010 0.118 -0.123
H 2.260 -8.607 -1.539 -0.008 0.019 0.026
H 4.524 -9.202 -1.214 0.050 -0.027 -0.027
H 4.944 -8.269 -2.641 -0.022 0.009 -0.048
H 4.951 -10.598 -3.158 -0.013 -0.017 0.006
H 3.615 -9.904 -4.055 -0.124 0.041 0.040
H 1.555 -10.544 -3.664 0.002 0.071 0.011
H 1.269 -10.395 -1.908 -0.066 0.086 -0.093
H 1.322 -11.986 -2.662 0.037 -0.010 -0.010
C 12.260 0.622 2.145 -0.080 0.105 -0.053
O 11.495 1.133 1.070 0.085 -0.168 0.135
C 11.430 0.266 -0.057 -0.071 0.222 -0.245
C 10.016 -0.234 -0.265 -0.024 -0.040 0.264
N 9.629 -1.161 0.790 -0.058 0.077 -0.111
C 8.215 -1.525 0.781 0.144 -0.062 0.178
C 7.196 -0.427 1.073 -0.244 -0.168 -0.084
O 7.249 0.070 2.398 0.097 0.130 -0.143
C 8.166 1.133 2.612 -0.074 -0.081 0.304
H 12.324 1.402 2.902 -0.029 0.025 -0.025
H 11.791 -0.261 2.591 0.092 -0.059 -0.005
H 13.274 0.367 1.821 0.008 -0.054 0.031
H 12.128 -0.569 0.043 -0.042 -0.042 0.095
H 11.729 0.849 -0.932 0.020 -0.017 0.004
H 9.956 -0.746 -1.229 -0.030 -0.008 -0.002
H 9.357 0.645 -0.304 0.044 0.046 -0.147
H 9.848 -0.746 1.686 0.020 -0.006 0.009
H 8.081 -2.307 1.533 -0.057 -0.010 -0.020
H 7.977 -1.975 -0.188 0.003 0.042 -0.031
H 6.203 -0.872 0.962 -0.002 0.011 0.011
H 7.246 0.396 0.351 0.117 0.047 0.044
H 8.282 1.758 1.723 0.047 -0.054 -0.050
H 9.142 0.750 2.927 0.084 0.092 -0.136
H 7.771 1.748 3.421 -0.107 -0.020 -0.044
```
Positions in Å, forces in eV/Å.

The net charge is 0. For the gap between HOMO and LUMO, the calculation gives 8.59 eV. The SMILES is C[C@@H](Cl)C[C@](CCCI)(O[C@](Br)(CCCCN)B(O)O)[C@@H](CCCS)N(CCCN)CCCCl.COCCNCCOC.COCCNCCOC.COCCNCCOC.COCCNCCOC.